Molecular formula: C24H28N4O4S
Method: DFT, ωB97M-V with the def2-TZVPD basis set

Calculated values
**Largest force on an atom**: 0.026 hartree/bohr
**SMILES**: CCOc1ccc2nc(N3CCC(C(=O)N4CCN(C(=O)c5ccco5)CC4)CC3)sc2c1
**HOMO energy**: -7.32 eV
**Lowest unoccupied orbital energy**: 0.443 eV
**ΔE to the lowest compared entry with this formula, charge and spin**: 199.6 kJ/mol

```
! RIJCOSX wB97M-V def2-TZVPD def2/J DEFGRID3
* xyz 0 1
C -10.3506 -2.4854 -0.0118
C -9.3264 -1.4750 -0.5050
O -8.1679 -1.6175 0.2900
C -7.0938 -0.8135 0.0457
C -7.0371 0.1607 -0.9517
C -5.9030 0.9318 -1.1302
C -4.8015 0.7406 -0.3106
N -3.6188 1.4209 -0.3738
C -2.7829 1.0313 0.5179
N -1.5783 1.5829 0.7359
C -0.5685 0.9121 1.5152
C 0.2693 -0.0018 0.6171
C 0.9236 0.8140 -0.5110
C 2.0263 1.7063 0.0564
O 1.8770 2.9036 0.2144
N 3.1858 1.0998 0.4214
C 4.2700 1.9149 0.9421
C 5.4505 1.9071 -0.0306
N 5.8609 0.5393 -0.2822
C 7.0874 0.1371 0.1398
O 7.8871 0.9361 0.6038
C 7.4978 -1.2738 0.0194
C 8.7853 -1.7306 0.1584
C 8.7317 -3.1330 0.0219
C 7.4201 -3.4371 -0.1790
O 6.6661 -2.3274 -0.1837
C 4.7855 -0.2555 -0.8176
C 3.6068 -0.2586 0.1721
C -0.1413 1.6454 -1.2429
C -1.0161 2.4500 -0.2795
S -3.3710 -0.2971 1.5801
C -4.8721 -0.2490 0.6949
C -5.9957 -1.0206 0.8807
H -9.9485 -3.4912 -0.0967
H -10.5865 -2.2945 1.0315
H -11.2584 -2.4114 -0.6037
H -9.0869 -1.6640 -1.5612
H -9.7263 -0.4551 -0.4129
H -7.8816 0.3283 -1.6010
H -5.8646 1.6848 -1.9010
H -1.0420 0.3356 2.3122
H 0.0693 1.6792 1.9644
H 1.0221 -0.5104 1.2206
H -0.3870 -0.7571 0.1774
H 1.3670 0.1328 -1.2447
H 3.8934 2.9291 1.0772
H 4.5870 1.5089 1.9086
H 6.3013 2.4431 0.3912
H 5.1549 2.3738 -0.9760
H 9.6457 -1.1192 0.3331
H 9.5516 -3.8190 0.0705
H 6.9125 -4.3704 -0.3253
H 5.1080 -1.2734 -1.0156
H 4.4551 0.2023 -1.7592
H 2.7977 -0.8664 -0.2245
H 3.9419 -0.7001 1.1189
H 0.3448 2.3319 -1.9364
H -0.7802 0.9676 -1.8138
H -1.8371 2.9220 -0.8178
H -0.4106 3.2097 0.2182
H -6.0488 -1.7746 1.6487
*
```

These are the Mulliken partial charges, in e, on atoms 1 to 4: -1.43 -0.26 -0.38 0.66